Entry 1:
Here is a structure of composition C5H6BrNO2S from the OMol25 dataset. Energies are from ωB97M-V/def2-TZVPD.

The net charge is 0. The LUMO energy is -0.612 eV. The value obtained for the total energy is -3371.42427 Ha. The energy relative to the best compared isomer or geometry (same formula, charge and spin) is 2.6278 eV. Its gap between HOMO and LUMO is 9.2 eV. The HOMO energy comes out at -9.85 eV.

XYZ file:
```
16
C5H6BrNO2S | the OMol25 dataset | ωB97M-V/def2-TZVPD
C 1.9168 2.1776 0.1402
C 1.2395 1.4743 -0.6386
C 0.3396 0.5854 -1.2752
C 0.4649 -0.1448 1.5142
C -0.7294 -0.6291 0.6943
N -0.6384 -0.0567 -0.6657
O 0.1957 0.5209 -2.5189
O -0.7602 -1.9641 -2.4425
S -1.4477 -0.7321 -2.1491
Br -3.1992 -1.3772 -0.6975
H 2.4531 2.5712 0.9389
H 0.4231 0.8713 1.9190
H 0.6667 -0.7775 2.4446
H 1.3874 -0.2259 1.0292
H -0.6348 -1.7251 0.5061
H -1.6770 -0.5681 1.2008
```



Entry 2:
Here is a structure of composition C5H6BrNS from the OMol25 dataset. Energies are from ωB97M-V/def2-TZVPD.

The net charge is 0. The LUMO energy (alpha / beta) is -0.516 / -0.516 eV. The value obtained for the total energy is -3220.96898 Ha. The energy relative to the best compared isomer or geometry (same formula, charge and spin) is 2.7083 eV. Its gap between HOMO and LUMO (alpha / beta) is 7.0 / 7.0 eV. The HOMO energy (alpha / beta) comes out at -7.52 / -7.52 eV.

XYZ file:
```
14
C5H6BrNS | the OMol25 dataset | ωB97M-V/def2-TZVPD
C 1.1212 1.1133 -0.2233
C 0.6266 1.8858 -1.2605
C 0.2985 0.0892 0.2652
C -1.8618 -0.9639 -0.2752
C 0.7326 -0.8375 1.2881
N -0.9624 -0.1012 -0.2536
S -0.9141 1.5331 -1.8284
Br -1.6749 -2.7526 -0.9919
H 2.1067 1.4810 0.1551
H 1.1150 2.7840 -1.5822
H -2.9537 -0.8609 -0.0710
H 1.3827 -1.5747 0.8511
H -0.0055 -1.4591 1.7687
H 0.9891 -0.3364 2.1578
```



Entry 3:
Here is a structure of composition C5H6CdO4 from the OMol25 dataset. Energies are from ωB97M-V/def2-TZVPD.

The net charge is 0. The LUMO energy is -0.198 eV. The value obtained for the total energy is -662.64326 Ha. The energy relative to the best compared isomer or geometry (same formula, charge and spin) is 0.6489 eV. Its gap between HOMO and LUMO is 7.5 eV. The HOMO energy comes out at -7.70 eV.

XYZ file:
```
16
C5H6CdO4 | the OMol25 dataset | ωB97M-V/def2-TZVPD
O 2.0568 -0.1625 -0.3645
C 2.2378 1.5542 0.8704
O 1.0935 1.7748 0.6161
O -2.0262 1.0090 -0.7325
C -2.6810 -0.0343 -0.0867
C -1.9660 -1.3702 -0.2905
O -0.5873 -1.1020 -0.0656
C 0.4781 -1.7543 0.4729
C 1.7119 -1.3660 0.1237
Cd -0.1486 0.7806 -0.7610
H -3.7157 -0.1676 -0.4568
H -2.7612 0.1497 1.0052
H -2.0167 -1.6612 -1.3503
H -2.3111 -2.1638 0.3857
H 0.2263 -2.4363 1.2838
H 2.5482 -2.0149 0.4040
```



Entry 4:
Here is a cluster of 2 separate species, C5H6Cl2 in total from the OMol25 dataset. Energies are from ωB97M-V/def2-TZVPD.

The net charge is 0. The LUMO energy (alpha / beta) is -0.265 / -0.145 eV. The value obtained for the total energy is -1114.29783 Ha. The energy relative to the best compared isomer or geometry (same formula, charge and spin) is 4.4588 eV. Its gap between HOMO and LUMO (alpha / beta) is 8.2 / 7.5 eV. The HOMO energy (alpha / beta) comes out at -8.43 / -7.67 eV.

XYZ file:
```
13
C5H6Cl2 | the OMol25 dataset | ωB97M-V/def2-TZVPD
C 0.2799 2.0963 0.1280
C 0.8326 -2.5760 -0.0739
C -0.8466 1.4359 -0.3938
C 0.9260 -1.2694 -0.0440
C -1.4151 0.4292 0.3312
Cl 2.0972 -0.1464 -0.2000
Cl -2.5536 -0.7625 -0.1211
H 0.7891 2.7829 -0.5765
H 0.7650 1.8233 1.1031
H 1.7974 -2.9708 -0.2158
H -0.0486 -3.2190 -0.0348
H -1.2481 1.8670 -1.4015
H -1.3752 0.5096 1.4993
```



Entry 5:
Here is a structure of composition C5H6Cl2CuNO3 from the OMol25 dataset. Energies are from ωB97M-V/def2-TZVPD.

The net charge is -1. The LUMO energy (alpha / beta) is 3.338 / 1.488 eV. The value obtained for the total energy is -3035.62531 Ha. As for the expectation value of S²: 0.7530. Its gap between HOMO and LUMO (alpha / beta) is 8.9 / 7.0 eV. The spin multiplicity is 2. The HOMO energy (alpha / beta) comes out at -5.53 / -5.51 eV.

XYZ file:
```
18
C5H6Cl2CuNO3 | the OMol25 dataset | ωB97M-V/def2-TZVPD
Cu -0.3125 0.9459 -0.1880
Cl 0.1433 2.6148 1.4417
Cl 0.1306 1.6455 -2.4076
O -4.1017 -0.4418 -0.3506
C -2.8821 0.1930 -0.4815
O -2.8930 1.3447 -0.9387
O -1.8486 -0.4061 -0.0244
H -4.6697 0.2966 -0.6154
N 2.4817 0.1099 0.5596
C 2.1806 -0.3823 -0.6849
C 1.1286 -1.2411 -0.5072
C 0.7427 -1.2406 0.8547
C 1.6481 -0.4165 1.5028
H 3.2121 0.7464 0.8175
H 2.6937 -0.0399 -1.5612
H 0.6007 -1.7455 -1.3010
H 0.0287 -1.8701 1.3526
H 1.7171 -0.1129 2.5316
```



Entry 6:
Here is an isolated molecule of C5H6Cl2N2OS from the OMol25 dataset. Energies are from ωB97M-V/def2-TZVPD.

The net charge is 0. The LUMO energy (alpha / beta) is -3.615 / -2.140 eV. The value obtained for the total energy is -1697.24949 Ha. The energy relative to the best compared isomer or geometry (same formula, charge and spin) is 4.1952 eV. Its gap between HOMO and LUMO (alpha / beta) is 5.0 / 7.8 eV. The HOMO energy (alpha / beta) comes out at -8.59 / -9.98 eV.

XYZ file:
```
17
C5H6Cl2N2OS | the OMol25 dataset | ωB97M-V/def2-TZVPD
C -1.7720 -1.2072 -0.3403
C -2.8892 1.5882 -0.0683
C -0.8488 0.1184 -0.1333
C -0.1480 -0.0207 1.1751
C 0.1775 0.0686 -1.2993
N -2.8281 -0.9775 0.3244
N -1.7300 1.2225 -0.0943
O -1.2011 -2.1947 -0.7751
S -4.3057 2.2337 -0.2896
Cl -4.0385 -2.0762 0.3512
Cl -0.5450 2.9054 0.0298
H -0.9818 0.0557 1.9430
H 0.5065 0.7472 1.4052
H 0.3297 -1.1001 1.3238
H 0.3800 -0.8795 -1.6467
H 1.1007 0.6123 -0.9496
H -0.1467 0.6331 -2.1098
```



Entry 7:
Here is an isolated molecule of C5H6Cl2O2S from the OMol25 dataset. Energies are from ωB97M-V/def2-TZVPD.

The net charge is 0. The LUMO energy is 0.454 eV. The value obtained for the total energy is -1663.00154 Ha. The energy relative to the best compared isomer or geometry (same formula, charge and spin) is 3.1180 eV. Its gap between HOMO and LUMO is 9.5 eV. The HOMO energy comes out at -9.05 eV.

XYZ file:
```
16
C5H6Cl2O2S | the OMol25 dataset | ωB97M-V/def2-TZVPD
C 1.1223 0.4157 0.2195
C -0.6832 0.2920 -0.0618
C 2.2688 -0.3940 0.0366
C -1.1895 -0.0492 1.2921
C -1.3635 -0.4214 -1.2535
O 0.4795 2.6884 -0.9899
O 1.8033 -0.3155 1.3115
S 0.1395 1.9507 0.2344
Cl 3.9268 0.1770 -0.2250
Cl 2.1524 -1.9052 -0.7026
H -1.0434 -1.1717 1.4375
H -2.3042 0.0687 1.2978
H -0.6833 0.3698 2.0794
H -1.4073 0.1651 -2.1882
H -2.4722 -0.6093 -0.9578
H -0.7459 -1.2612 -1.5300
```



Entry 8:
Here is a cluster of 2 separate species, C5H6ClIN2 in total from the OMol25 dataset. Energies are from ωB97M-V/def2-TZVPD.

The net charge is 0. The LUMO energy is 0.281 eV. The value obtained for the total energy is -1061.44598 Ha. The energy relative to the best compared isomer or geometry (same formula, charge and spin) is 0.3819 eV. Its gap between HOMO and LUMO is 9.8 eV. The HOMO energy comes out at -9.54 eV.

XYZ file:
```
15
C5H6ClIN2 | the OMol25 dataset | ωB97M-V/def2-TZVPD
C -1.6427 -1.5887 0.6533
C -0.4900 -0.9601 0.7868
Cl 0.8831 -1.7764 1.5698
N -0.2161 0.3587 0.4146
C 0.5320 1.2398 1.0424
C 0.4640 2.4488 0.3290
C -0.4057 2.1264 -0.7243
N -0.7792 0.8472 -0.6198
H -2.3629 -1.1315 0.0899
H -1.6476 -2.6958 0.5379
H 0.9904 0.8814 1.9738
H 1.0933 3.3066 0.3704
H -0.7817 2.7016 -1.5469
I 1.4901 -2.7699 -1.9443
H 2.8730 -2.9881 -2.9327
```